Density functional theory data (ωB97M-V with the def2-TZVPD basis set) for C6H5AsO6SSe3TcTe as an isolated structure.

Summary:
⟨S²⟩ = 3.775
Gap between HOMO and LUMO (alpha / beta) = 6.88 / 5.80 eV
Highest occupied orbital energy (alpha / beta) = -0.3007 / -0.3311 Ha
Relative energy (zero: lowest compared OMol25 entry of this formula, charge and spin) = 0.0 kJ/mol

```
! RIJCOSX wB97M-V def2-TZVPD def2/J DEFGRID3
* xyz 0 4
Tc 0.401 1.097 0.445
Se 1.927 -0.423 -0.616
Se 2.589 -2.166 0.832
Te 2.553 -1.192 3.018
Se 0.900 0.665 2.750
O -1.954 0.348 -2.525
As -2.584 0.643 -0.926
O -3.915 -0.224 -0.636
O -1.231 0.231 0.112
C -3.050 2.530 -1.002
C -4.401 2.705 -1.257
C -4.906 3.978 -1.524
C -4.075 5.079 -1.545
C -2.718 4.927 -1.272
C -2.229 3.665 -1.004
S -0.564 3.491 -0.519
O -0.019 2.313 -1.300
O 0.163 4.702 -0.671
O -0.634 2.946 0.877
H -1.095 0.783 -2.625
H -5.050 1.839 -1.248
H -5.963 4.098 -1.722
H -4.473 6.062 -1.760
H -2.045 5.773 -1.253
*
```

Listed below, in e, are the natural (NBO) charges computed for each atom: number 1, Tc, carries 0.90; number 2, Se, carries -0.13; number 3, Se, carries -0.02; number 4, Te, carries 0.51; number 5, Se, carries -0.24; number 6, O, carries -1.00; number 7, As, carries 2.43; number 8, O, carries -1.09; number 9, O, carries -0.95; number 10, C, carries -0.42; number 11, C, carries -0.18; number 12, C, carries -0.18; number 13, C, carries -0.19; number 14, C, carries -0.20; number 15, C, carries -0.28; number 16, S, carries 2.38; number 17, O, carries -0.97; number 18, O, carries -0.90; number 19, O, carries -0.94; number 20, H, carries 0.50; number 21, H, carries 0.26; number 22, H, carries 0.23; number 23, H, carries 0.23; number 24, H, carries 0.25

---

Density functional theory data (ωB97M-V with the def2-TZVPD basis set) for one molecule with the formula C5H7N.

Summary:
Gap between HOMO and LUMO = 9.74 eV
Structure (SMILES) = [H]/N=C\C=C/C=C
Highest occupied orbital energy = -0.3303 Ha
Relative energy (zero: lowest compared OMol25 entry of this formula, charge and spin) = 233.4 kJ/mol

```
! RIJCOSX wB97M-V def2-TZVPD def2/J DEFGRID3
* xyz 0 1
H 0.970 -0.089 2.236
N 0.088 -0.607 2.152
C -0.062 -0.963 0.941
C 0.962 -0.805 -0.129
C 0.828 0.052 -1.155
C -0.439 0.789 -1.228
C -1.086 1.126 -0.102
H -1.006 -1.445 0.648
H 1.827 -1.451 0.003
H 1.560 0.077 -1.965
H -0.931 0.879 -2.195
H -2.168 1.164 -0.025
H -0.543 1.273 0.819
*
```

Listed below, in e, are the natural (NBO) charges computed for each atom: number 1, H, carries 0.32; number 2, N, carries -0.62; number 3, C, carries 0.10; number 4, C, carries -0.26; number 5, C, carries -0.20; number 6, C, carries -0.24; number 7, C, carries -0.37; number 8, H, carries 0.19; number 9, H, carries 0.22; number 10, H, carries 0.22; number 11, H, carries 0.21; number 12, H, carries 0.21; number 13, H, carries 0.21

---

Density functional theory data (ωB97M-V with the def2-TZVPD basis set) for C31H23CeN5O2S as an isolated structure at a distorted geometry.

Summary:
Gap between HOMO and LUMO (alpha / beta) = 4.60 / 4.61 eV
Highest occupied orbital energy (alpha / beta) = -0.4932 / -0.4932 Ha
Relative energy (zero: lowest compared OMol25 entry of this formula, charge and spin) = 13.5 kJ/mol

```
! RIJCOSX wB97M-V def2-TZVPD def2/J DEFGRID3
* xyz 2 1
Ce 0.376 0.079 0.325
C 3.263 -1.343 -0.312
C 3.318 -0.077 -1.129
C 4.488 0.355 -1.763
C 4.463 1.537 -2.455
C 3.276 2.295 -2.532
C 3.205 3.520 -3.242
C 2.019 4.215 -3.322
C 0.878 3.727 -2.697
C 0.897 2.535 -1.960
S -0.595 2.051 -1.221
C 2.129 1.791 -1.879
N 2.186 0.620 -1.191
H 4.181 -1.916 -0.407
H 2.437 -1.978 -0.646
H 3.145 -1.092 0.749
H 5.389 -0.238 -1.698
H 5.351 1.909 -2.953
H 4.098 3.901 -3.723
H 1.966 5.144 -3.873
H -0.053 4.274 -2.768
N -1.402 -6.617 -0.197
C -1.514 -5.517 -0.504
C -1.651 -4.150 -0.909
C -2.635 -3.768 -1.819
C -2.719 -2.433 -2.178
C -1.820 -1.538 -1.634
N -0.862 -1.899 -0.762
C -0.795 -3.184 -0.401
H -3.316 -4.503 -2.226
H -3.475 -2.091 -2.870
H -1.859 -0.488 -1.905
H -0.044 -3.457 0.331
O 1.408 0.656 2.222
C 0.528 0.028 2.902
N 0.350 0.075 4.210
C -0.774 -0.781 4.634
C -1.234 -1.290 3.251
O -2.164 -2.003 2.991
N -0.370 -0.784 2.283
C -1.833 0.031 5.382
C -1.423 0.963 6.332
C -2.358 1.674 7.067
C -3.712 1.455 6.865
C -4.124 0.526 5.925
C -3.191 -0.187 5.184
C -0.265 -1.941 5.511
C 0.777 -1.707 6.404
C 1.236 -2.721 7.229
C 0.657 -3.979 7.174
C -0.392 -4.212 6.300
C -0.856 -3.199 5.472
H 0.872 0.687 4.815
H -0.370 1.137 6.524
H -2.025 2.391 7.805
H -4.441 2.005 7.445
H -5.179 0.345 5.766
H -3.524 -0.921 4.465
H 1.238 -0.729 6.476
H 2.041 -2.522 7.923
H 1.021 -4.773 7.813
H -0.861 -5.186 6.263
H -1.691 -3.389 4.814
*
```

Listed below, in e, are the Löwdin charges computed for each atom: number 1, Ce, carries 1.40; number 2, C, carries 0.01; number 3, C, carries -0.27; number 4, C, carries 0.03; number 5, C, carries 0.07; number 6, C, carries -0.13; number 7, C, carries 0.02; number 8, C, carries -0.03; number 9, C, carries -0.06; number 10, C, carries -0.56; number 11, S, carries 0.75; number 12, C, carries -0.20; number 13, N, carries -0.03; number 14, H, carries 0.11; number 15, H, carries 0.09; number 16, H, carries 0.09; number 17, H, carries 0.13; number 18, H, carries 0.14; number 19, H, carries 0.13; number 20, H, carries 0.13; number 21, H, carries 0.12; number 22, N, carries 0.22; number 23, C, carries -0.15; number 24, C, carries -0.17; number 25, C, carries 0.05; number 26, C, carries 0.01; number 27, C, carries -0.10; number 28, N, carries -0.06; number 29, C, carries -0.05; number 30, H, carries 0.15; number 31, H, carries 0.13; number 32, H, carries 0.09; number 33, H, carries 0.14; number 34, O, carries -0.07; number 35, C, carries -0.54; number 36, N, carries 0.23; number 37, C, carries -0.21; number 38, C, carries -0.35; number 39, O, carries 0.14; number 40, N, carries 0.01; number 41, C, carries -0.14; number 42, C, carries -0.03; number 43, C, carries -0.05; number 44, C, carries -0.06; number 45, C, carries -0.05; number 46, C, carries -0.01; number 47, C, carries -0.14; number 48, C, carries -0.03; number 49, C, carries -0.06; number 50, C, carries -0.06; number 51, C, carries -0.05; number 52, C, carries -0.01; number 53, H, carries 0.17; number 54, H, carries 0.11; number 55, H, carries 0.12; number 56, H, carries 0.12; number 57, H, carries 0.12; number 58, H, carries 0.11; number 59, H, carries 0.10; number 60, H, carries 0.11; number 61, H, carries 0.12; number 62, H, carries 0.12; number 63, H, carries 0.11

---

Density functional theory data (ωB97M-V with the def2-TZVPD basis set) for CuH12O6 as an isolated structure at a distorted geometry.

Summary:
Gap between HOMO and LUMO = 6.82 eV
Highest occupied orbital energy = -0.3761 Ha
Relative energy (zero: lowest compared OMol25 entry of this formula, charge and spin) = 571.0 kJ/mol

```
! RIJCOSX wB97M-V def2-TZVPD def2/J DEFGRID3
* xyz 1 1
Cu 0.035 -0.237 0.393
O 1.441 0.005 -1.064
H 1.957 -0.792 -1.187
H 0.829 0.010 -1.799
O -2.075 -0.352 0.509
H -2.915 -0.737 0.758
H -2.128 -0.252 -0.441
O 0.025 -1.704 -0.726
H 0.684 -1.926 -1.384
H 0.078 -2.413 -0.085
O -0.208 1.404 1.086
H -0.741 2.100 0.700
H -0.261 1.556 2.029
O -0.276 1.273 -1.125
H -1.169 1.411 -1.440
H 0.093 2.154 -1.058
O 1.404 -0.601 1.261
H 0.940 -0.602 2.098
H 2.286 -0.296 1.476
*
```

Listed below, in e, are the natural (NBO) charges computed for each atom: number 1, Cu, carries 0.89; number 2, O, carries -0.94; number 3, H, carries 0.45; number 4, H, carries 0.49; number 5, O, carries -0.96; number 6, H, carries 0.50; number 7, H, carries 0.48; number 8, O, carries -0.96; number 9, H, carries 0.48; number 10, H, carries 0.50; number 11, O, carries -0.96; number 12, H, carries 0.49; number 13, H, carries 0.49; number 14, O, carries -0.96; number 15, H, carries 0.48; number 16, H, carries 0.50; number 17, O, carries -0.98; number 18, H, carries 0.49; number 19, H, carries 0.51

---

Density functional theory data (ωB97M-V with the def2-TZVPD basis set) for one molecule with the formula C7H3F2N at a distorted geometry.

Summary:
Gap between HOMO and LUMO = 10.19 eV
Structure (SMILES) = N#Cc1c(F)cccc1F
Highest occupied orbital energy = -0.3718 Ha

```
! RIJCOSX wB97M-V def2-TZVPD def2/J DEFGRID3
* xyz 0 1
N 3.201 -1.760 -0.189
C 2.246 -1.073 -0.200
C 0.884 -0.490 -0.127
C 0.498 -0.003 1.118
F 1.329 -0.063 2.140
C -0.781 0.542 1.325
C -1.546 0.770 0.149
C -1.184 0.299 -1.126
C 0.081 -0.302 -1.230
F 0.667 -0.680 -2.384
H -1.143 0.907 2.268
H -2.517 1.295 0.245
H -1.735 0.559 -1.987
*
```

Listed below, in e, are the natural (NBO) charges computed for each atom: number 1, N, carries -0.28; number 2, C, carries 0.27; number 3, C, carries -0.30; number 4, C, carries 0.46; number 5, F, carries -0.29; number 6, C, carries -0.30; number 7, C, carries -0.14; number 8, C, carries -0.31; number 9, C, carries 0.47; number 10, F, carries -0.30; number 11, H, carries 0.24; number 12, H, carries 0.23; number 13, H, carries 0.24

---

Density functional theory data (ωB97M-V with the def2-TZVPD basis set) for C26H36BrN5O2PPt as an isolated structure.

Summary:
Gap between HOMO and LUMO = 7.83 eV
Highest occupied orbital energy = -0.3851 Ha
Relative energy (zero: lowest compared OMol25 entry of this formula, charge and spin) = 43.1 kJ/mol

```
! RIJCOSX wB97M-V def2-TZVPD def2/J DEFGRID3
* xyz 1 1
Pt 0.697 -1.053 -0.599
O -1.448 0.167 -3.130
C -2.186 -0.847 -3.675
C -2.804 -0.592 -4.889
C -3.551 -1.582 -5.507
C -3.687 -2.831 -4.920
C -3.063 -3.076 -3.706
C -2.314 -2.098 -3.064
C -1.616 -2.423 -1.760
O -0.252 -2.260 -1.838
N -2.171 -1.557 -0.715
N -1.420 -1.106 0.350
C -2.157 -0.750 1.345
C -1.891 -0.071 2.607
Br -0.297 0.908 2.790
C -2.855 -0.058 3.535
C -2.912 0.569 4.859
C -1.813 0.681 5.711
C -1.953 1.273 6.956
C -3.185 1.765 7.364
C -4.289 1.642 6.531
C -4.154 1.034 5.295
H -1.113 -0.120 -2.271
H -2.689 0.388 -5.335
H -4.029 -1.373 -6.456
H -4.266 -3.606 -5.403
H -3.152 -4.050 -3.239
H -1.836 -3.477 -1.524
H -3.148 -1.716 -0.504
H -3.216 -0.996 1.259
H -3.766 -0.574 3.243
H -0.855 0.278 5.418
H -1.098 1.343 7.615
H -3.289 2.230 8.335
H -5.255 2.009 6.849
H -5.019 0.925 4.652
C 2.218 -2.367 -3.260
P 2.251 -0.925 -2.179
C 1.985 0.471 -3.294
C 3.962 -0.767 -1.618
H 3.098 -2.358 -3.906
H 1.310 -2.340 -3.859
H 2.196 -3.278 -2.666
H 2.701 0.422 -4.116
H 2.118 1.415 -2.768
H 0.970 0.415 -3.691
H 4.613 -0.639 -2.484
H 4.257 -1.668 -1.081
H 4.066 0.093 -0.959
C 2.987 3.907 0.255
C 1.666 3.412 -0.294
N 1.721 1.958 -0.366
C 2.219 1.207 0.657
N 1.894 -0.062 0.699
C 2.398 -0.913 1.776
C 3.713 -0.399 2.328
C 3.550 1.059 2.695
N 3.045 1.805 1.548
C 3.224 3.257 1.604
H 2.968 4.990 0.375
H 3.795 3.655 -0.434
H 1.475 3.794 -1.295
H 0.844 3.743 0.352
H 0.955 1.488 -0.831
H 2.517 -1.923 1.382
H 1.645 -0.963 2.571
H 4.497 -0.498 1.574
H 4.012 -0.977 3.201
H 4.507 1.499 2.976
H 2.869 1.173 3.547
H 4.243 3.441 1.943
H 2.548 3.681 2.356
*
```

Listed below, in e, are the Löwdin charges computed for each atom: number 1, Pt, carries 0.98; number 2, O, carries 0.03; number 3, C, carries -0.26; number 4, C, carries -0.01; number 5, C, carries -0.07; number 6, C, carries -0.08; number 7, C, carries -0.03; number 8, C, carries -0.12; number 9, C, carries -0.42; number 10, O, carries -0.39; number 11, N, carries -0.02; number 12, N, carries -0.05; number 13, C, carries -0.17; number 14, C, carries -0.61; number 15, Br, carries 0.92; number 16, C, carries -0.08; number 17, C, carries -0.23; number 18, C, carries -0.07; number 19, C, carries -0.07; number 20, C, carries -0.07; number 21, C, carries -0.07; number 22, C, carries -0.03; number 23, H, carries 0.04; number 24, H, carries 0.12; number 25, H, carries 0.11; number 26, H, carries 0.10; number 27, H, carries 0.11; number 28, H, carries 0.14; number 29, H, carries 0.14; number 30, H, carries 0.13; number 31, H, carries 0.12; number 32, H, carries 0.07; number 33, H, carries 0.11; number 34, H, carries 0.11; number 35, H, carries 0.11; number 36, H, carries 0.12; number 37, C, carries -0.23; number 38, P, carries 0.70; number 39, C, carries -0.22; number 40, C, carries -0.22; number 41, H, carries 0.06; number 42, H, carries 0.05; number 43, H, carries 0.06; number 44, H, carries 0.07; number 45, H, carries 0.03; number 46, H, carries 0.04; number 47, H, carries 0.06; number 48, H, carries 0.06; number 49, H, carries 0.03; number 50, C, carries -0.15; number 51, C, carries -0.16; number 52, N, carries 0.06; number 53, C, carries -0.45; number 54, N, carries -0.21; number 55, C, carries -0.25; number 56, C, carries -0.15; number 57, C, carries -0.14; number 58, N, carries -0.03; number 59, C, carries -0.14; number 60, H, carries 0.13; number 61, H, carries 0.12; number 62, H, carries 0.13; number 63, H, carries 0.13; number 64, H, carries 0.09; number 65, H, carries 0.11; number 66, H, carries 0.07; number 67, H, carries 0.12; number 68, H, carries 0.13; number 69, H, carries 0.13; number 70, H, carries 0.12; number 71, H, carries 0.13; number 72, H, carries 0.13